No. 1
C5H10O2 | ωB97M-V/def2-TZVPD

Geometry as XYZ:
```
17
Properties=species:S:1:pos:R:3:lowdin_charge:R:1
C 0.3200 -2.5215 0.8953 -0.12
C 0.0153 -1.9452 -0.2909 -0.31
C 0.5604 -0.7556 -0.8670 -0.21
C 1.7258 -0.0983 -0.4486 -0.48
O 2.8674 -0.8697 -0.1176 -0.11
C 2.1772 1.2470 -0.9783 -0.12
H -0.1844 -3.3405 1.3989 -0.01
H 1.0100 -2.0531 1.5972 0.01
H -0.6532 -2.5021 -0.9493 0.06
H 0.0899 -0.3495 -1.7702 0.05
H 3.0461 -1.4135 -0.9099 0.07
H 2.7573 0.9990 -1.9008 0.06
H 2.8573 1.6856 -0.2564 0.05
H 1.3346 1.8659 -1.2838 0.05
H -6.1141 2.5793 1.8452 0.03
H -6.1604 4.1159 1.8656 0.03
O -5.6493 3.3563 2.1706 -0.06
```

Output
* multiplicity: 2
* net charge: -1
* energy relative to the best compared isomer or geometry (same formula, charge and spin): 24.3 kcal/mol
* Kohn-Sham gap (spin up / spin down): 2.71 / 4.81 eV


No. 2
C5H10O2 | ωB97M-V/def2-TZVPD

Geometry as XYZ:
```
17
Properties=species:S:1:pos:R:3:lowdin_charge:R:1
C 2.0122 -1.0023 -0.4013 -0.08
C 1.2537 -0.4974 0.8216 -0.25
O 0.3774 0.5777 0.5211 -0.13
C -0.9565 0.2401 0.2264 -0.39
C -1.7763 1.5161 0.3833 -0.02
C -1.1052 -0.2505 -1.2065 -0.22
O -1.9014 -1.0888 -1.5570 0.07
H 2.9213 -1.5310 -0.0927 0.08
H 1.4167 -1.6837 -1.0174 0.07
H 2.3071 -0.1485 -1.0152 0.08
H 0.6986 -1.3144 1.3089 0.12
H 1.9601 -0.0931 1.5559 0.12
H -1.3324 -0.5427 0.9036 0.15
H -2.8359 1.3255 0.1895 0.09
H -1.6526 1.8987 1.4000 0.09
H -1.4198 2.2833 -0.3124 0.09
H -0.4418 0.2730 -1.9314 0.14
```

Output
* multiplicity: 1
* net charge: 0
* energy relative to the best compared isomer or geometry (same formula, charge and spin): 39.4 kcal/mol
* SMILES string: CCO[C@@H](C)C=O
* Kohn-Sham gap: 10.60 eV


No. 3
C5H10O2 | ωB97M-V/def2-TZVPD

Geometry as XYZ:
```
17
Properties=species:S:1:pos:R:3:lowdin_charge:R:1
C -0.6756 1.9363 -0.4109 -0.02
C -0.6287 0.4029 -0.3915 -0.30
O 0.2032 -0.2658 -1.4609 -0.11
C 0.8466 -1.3908 -0.8570 -0.19
C 0.1797 -1.5823 0.5277 -0.10
C -0.1370 -0.1500 0.9097 -0.38
O 1.0130 0.4317 1.4818 0.00
H -1.6848 2.3500 -0.4960 0.08
H -0.0966 2.2521 -1.2684 0.08
H -0.2552 2.4233 0.4829 0.08
H -1.6195 -0.0217 -0.5613 0.14
H 1.9225 -1.1924 -0.7405 0.12
H 0.7430 -2.3184 -1.4430 0.12
H -0.7575 -2.1358 0.4084 0.12
H 0.8267 -2.0971 1.2443 0.12
H -1.0682 0.0611 1.4821 0.16
H 1.1886 1.2969 1.0925 0.08
```

Output
* multiplicity: 1
* net charge: 0
* energy relative to the best compared isomer or geometry (same formula, charge and spin): 42.8 kcal/mol
* SMILES string: C[C@H]1OCC[C@H]1O
* Kohn-Sham gap: 10.52 eV


No. 4
C5H10O2 | ωB97M-V/def2-TZVPD

Geometry as XYZ:
```
17
Properties=species:S:1:pos:R:3:lowdin_charge:R:1
C -1.4999 -1.3681 0.0024 0.00
C -0.4969 -0.2274 0.2299 -0.61
O -0.4718 0.2690 1.5577 -0.10
C 0.9327 -0.6192 -0.1563 -0.11
C 1.6973 0.7184 -0.1650 -0.18
O 0.7681 1.7479 0.2727 -0.17
C -0.7059 1.1399 -0.3772 0.08
H -1.4934 -1.7368 -1.0348 0.09
H -1.2202 -2.2091 0.6515 0.09
H -2.5229 -1.0813 0.2635 0.08
H 0.2560 1.1100 1.3606 0.10
H 0.9840 -1.1097 -1.1338 0.12
H 1.2945 -1.3128 0.6062 0.12
H 2.0162 1.0040 -1.1693 0.11
H 2.6006 0.6693 0.4646 0.13
H -1.6749 1.5363 -0.0042 0.14
H -0.4633 1.4696 -1.3687 0.11
```

Output
* multiplicity: 1
* net charge: 0
* energy relative to the best compared isomer or geometry (same formula, charge and spin): 76.9 kcal/mol
* SMILES string: C[C@@]1(O)CCOC1
* Kohn-Sham gap: 10.37 eV


No. 5
C5H10O2 | ωB97M-V/def2-TZVPD

Geometry as XYZ:
```
17
Properties=species:S:1:pos:R:3:lowdin_charge:R:1
C 1.3302 0.6210 1.3910 -0.09
C 0.1107 -0.2989 1.1535 -0.25
C 0.0801 -1.1613 -0.1190 -0.20
C 0.0203 -0.3568 -1.4560 -0.09
C -0.9618 0.7537 -1.3488 -0.55
O -0.7147 1.9004 -1.6150 0.11
O -2.1865 0.4091 -0.9180 0.12
H 1.9647 0.8150 0.5315 0.06
H 1.9919 0.1680 2.1287 0.07
H 0.9487 1.5948 1.6990 0.07
H -0.8243 0.2290 1.3120 0.10
H 0.1540 -1.0278 1.9720 0.10
H -0.8440 -1.7515 0.0177 0.11
H 0.6835 -2.0737 -0.1835 0.11
H 1.0243 0.0349 -1.5748 0.11
H -0.1663 -1.0947 -2.2318 0.12
H -2.6107 1.2386 -0.7586 0.11
```

Output
* multiplicity: 1
* net charge: 0
* energy relative to the best compared isomer or geometry (same formula, charge and spin): 20.7 kcal/mol
* SMILES string: CCCCC(=O)O
* Kohn-Sham gap: 11.33 eV


No. 6
C5H10O2 | ωB97M-V/def2-TZVPD

Geometry as XYZ:
```
17
Properties=species:S:1:pos:R:3:lowdin_charge:R:1
C 0.0708 2.2183 -0.6924 -0.03
C 0.4450 0.8193 -0.3362 -0.35
O 1.7109 0.5127 -0.5726 0.10
C -0.2837 -0.0497 0.5783 -0.36
C -0.5935 -1.4277 -0.0792 -0.12
C -0.1465 -2.0054 1.2741 -0.18
O 0.5365 -0.7484 1.5454 -0.10
H 0.3816 2.4621 -1.7113 0.09
H -1.0053 2.3682 -0.5959 0.09
H 0.5931 2.9030 -0.0079 0.10
H -0.9667 0.0828 -1.6278 0.10
H 1.9072 -0.2890 -0.0444 0.13
H -1.1475 0.4454 1.0401 0.16
H -1.3051 -0.6437 -1.2751 0.08
H 0.2128 -1.6432 -0.7989 0.08
H 0.5414 -2.8560 1.2982 0.11
H -0.9510 -2.1487 2.0056 0.11
```

Output
* multiplicity: 1
* net charge: 0
* energy relative to the best compared isomer or geometry (same formula, charge and spin): 167.5 kcal/mol
* Kohn-Sham gap (spin up / spin down): 6.82 / 8.15 eV


No. 7
C5H10O2 | ωB97M-V/def2-TZVPD

Geometry as XYZ:
```
17
Properties=species:S:1:pos:R:3:lowdin_charge:R:1
C 2.5943 -0.2969 0.6492 -0.11
O 1.3604 0.3718 0.6302 -0.16
C 0.4501 -0.4515 -0.0009 -0.26
C -0.9060 0.1980 -0.3344 -0.29
C -2.2208 -0.4301 0.1503 -0.04
C -0.9568 1.6757 -0.5720 -0.22
O -1.9756 2.3255 -0.6590 0.05
H 2.4977 -1.2521 1.1857 0.09
H 3.2981 0.3560 1.1554 0.09
H 2.9363 -0.5105 -0.3775 0.09
H 0.2559 -1.4053 0.5096 0.13
H 0.9124 -0.7730 -1.0158 0.14
H -0.5377 -0.1735 -1.3061 0.13
H -3.0551 0.2136 -0.1517 0.07
H -2.3642 -1.4049 -0.3236 0.08
H -2.3145 -0.5767 1.2374 0.09
H 0.0256 2.1340 -0.7770 0.13
```

Output
* multiplicity: 1
* net charge: 0
* energy relative to the best compared isomer or geometry (same formula, charge and spin): 73.0 kcal/mol
* SMILES string: COC[C@@H](C)C=O
* Kohn-Sham gap: 10.45 eV


No. 8
C5H10O2 | ωB97M-V/def2-TZVPD

Geometry as XYZ:
```
17
Properties=species:S:1:pos:R:3:lowdin_charge:R:1
C -1.5252 -0.0840 -0.5618 0.03
C -1.1609 0.2825 0.6728 -0.49
C -1.3776 1.6486 1.2496 -0.04
O -0.5430 -0.5185 1.5768 0.02
H -1.3967 -1.0994 -0.9254 0.06
H -2.0051 0.6301 -1.2218 0.06
H -0.4245 2.0543 1.6060 0.08
H -2.0450 1.5854 2.1160 0.09
H -1.8103 2.3309 0.5150 0.08
H -0.1973 -1.3148 1.1345 0.07
C 2.0291 -0.1867 -0.8080 -0.05
C 1.4443 -1.5594 -0.9569 -0.29
O 0.9463 -2.2115 -0.0628 0.02
H 1.6745 0.4593 -1.6181 0.09
H 3.1203 -0.2622 -0.9058 0.09
H 1.7742 0.2417 0.1635 0.08
H 1.4968 -1.9961 -1.9736 0.12
```

Output
* multiplicity: 1
* net charge: 0
* energy relative to the best compared isomer or geometry (same formula, charge and spin): 40.0 kcal/mol
* SMILES string: C=C(C)O.CC=O
* Kohn-Sham gap: 9.61 eV


No. 9
C5H10O2 | ωB97M-V/def2-TZVPD

Geometry as XYZ:
```
17
Properties=species:S:1:pos:R:3:lowdin_charge:R:1
C 1.2263 1.0551 1.0713 -0.05
C -0.1358 0.5942 0.5765 -0.26
C -0.4385 -0.9206 0.5840 -0.34
O 0.7614 -1.6594 0.5554 -0.02
C -1.1344 -0.7506 -0.7905 -0.06
C -0.4621 0.6354 -0.9376 -0.34
O 0.7248 0.6253 -1.6978 -0.02
H 1.3213 0.8931 2.1539 0.08
H 1.3688 2.1253 0.8832 0.08
H 2.0245 0.5071 0.5629 0.08
H -0.9425 1.1070 1.1161 0.14
H -1.0904 -1.2564 1.4048 0.14
H 0.5272 -2.5937 0.6215 0.10
H -2.2217 -0.6660 -0.6830 0.11
H -0.8959 -1.4874 -1.5677 0.12
H -1.1329 1.4490 -1.2601 0.14
H 0.4998 0.3426 -2.5929 0.10
```

Output
* multiplicity: 1
* net charge: 0
* energy relative to the best compared isomer or geometry (same formula, charge and spin): 44.7 kcal/mol
* SMILES string: C[C@@H]1[C@H](O)C[C@@H]1O
* Kohn-Sham gap: 10.45 eV


No. 10
C5H10O2 | ωB97M-V/def2-TZVPD

Geometry as XYZ:
```
17
Properties=species:S:1:pos:R:3:lowdin_charge:R:1
O 1.8511 -0.0009 1.2712 0.01
C 1.5908 -0.9718 0.5983 -0.26
C 0.3508 -1.1028 -0.2500 -0.13
C -0.4617 0.1744 -0.3181 -0.27
C -1.9559 0.0908 -0.6618 -0.16
O -2.2994 0.9271 0.4479 -0.11
C -0.9767 0.7837 0.9923 -0.15
H 2.5875 1.4240 -0.4869 0.03
H 2.2736 -1.8477 0.5959 0.12
H 2.7417 1.5753 -1.1980 0.05
H -0.2376 -1.9194 0.1956 0.13
H 0.6430 -1.4627 -1.2460 0.13
H 0.0556 0.9243 -0.9224 0.13
H -2.3707 -0.9229 -0.5487 0.12
H -2.2876 0.5100 -1.6171 0.12
H -0.5443 1.7368 1.3094 0.12
H -0.9603 0.0818 1.8385 0.13
```

Output
* multiplicity: 1
* net charge: 0
* energy relative to the best compared isomer or geometry (same formula, charge and spin): 77.3 kcal/mol
* Kohn-Sham gap: 10.64 eV


No. 11
C5H10O2 | ωB97M-V/def2-TZVPD

Geometry as XYZ:
```
17
Properties=species:S:1:pos:R:3:lowdin_charge:R:1
O -1.1613 1.7972 1.8415 -0.06
C -0.3524 1.6534 0.7023 -0.23
C -0.8277 0.4559 -0.1357 -0.53
C 0.0520 0.0406 -1.2705 -0.06
C 1.2207 -1.1724 -0.6717 -0.13
C 0.5648 -1.6990 0.5206 0.06
O -1.1725 -0.6201 0.6275 -0.12
H -1.4622 0.8912 2.0274 0.08
H 0.7093 1.5029 0.9758 0.12
H -0.4140 2.5722 0.1035 0.12
H -1.5877 0.7775 -0.9031 0.16
H 0.5101 0.9137 -1.7681 0.11
H -0.5112 -0.5594 -1.9908 0.10
H 2.1609 -0.6445 -0.4962 0.09
H 1.2703 -1.8622 -1.5210 0.09
H 0.9125 -1.3757 1.4927 0.09
H 0.0885 -2.6712 0.4658 0.09
```

Output
* multiplicity: 1
* net charge: 0
* energy relative to the best compared isomer or geometry (same formula, charge and spin): 93.9 kcal/mol
* Kohn-Sham gap: 9.70 eV


No. 12
C5H10O2 | ωB97M-V/def2-TZVPD

Geometry as XYZ:
```
17
Properties=species:S:1:pos:R:3:lowdin_charge:R:1
C 1.7769 -1.2414 -0.9311 0.01
C 0.8597 -0.6978 1.1818 -0.12
O 0.2179 0.4074 1.1396 -0.07
C -1.1476 0.3825 0.1957 -0.27
C -1.8123 1.7043 0.4557 -0.05
C -0.5466 0.0976 -1.0605 -0.26
O -0.0332 -1.0785 -1.1778 -0.12
H 2.2695 -0.2721 -0.8288 0.06
H 2.1938 -2.0115 -0.2808 0.04
H 1.8145 -1.5822 -1.9614 0.05
H 0.3326 -1.6345 1.3880 0.11
H 1.9211 -0.6143 1.3903 0.10
H -1.6478 -0.4794 0.6455 0.14
H -2.8532 1.6772 0.1180 0.09
H -1.8022 1.9195 1.5281 0.08
H -1.2945 2.5135 -0.0681 0.09
H -0.2487 0.9097 -1.7343 0.12
```

Output
* multiplicity: 1
* net charge: 0
* energy relative to the best compared isomer or geometry (same formula, charge and spin): 150.1 kcal/mol
* Kohn-Sham gap (spin up / spin down): 7.81 / 7.80 eV